(1)
{"formula": "C37H49BN7O5", "method": "the ωB97M-V functional and the def2-TZVPD basis", "energy_ha": -2223.3605, "total_charge": 1, "spin_multiplicity": 1, "largest_force_ev_per_a": 0.69, "homo_lumo_gap_ev": 8.016, "homo_energy_ev": -11.1, "species": ["C", "B", "O", "C", "C", "C", "C", "C", "C", "O", "C", "C", "O", "C", "N", "C", "C", "O", "N", "O", "H", "H", "H", "H", "H", "H", "H", "H", "H", "H", "H", "H", "H", "H", "H", "H", "H", "H", "H", "H", "H", "H", "H", "H", "N", "C", "C", "C", "C", "C", "H", "H", "H", "H", "H", "N", "C", "C", "C", "C", "C", "H", "H", "H", "H", "H", "N", "C", "C", "C", "C", "C", "H", "H", "H", "H", "H", "N", "C", "C", "C", "C", "C", "H", "H", "H", "H", "H", "N", "C", "C", "C", "C", "C", "H", "H", "H", "H", "H"], "xyz": [[-3.01, 1.47, -1.62], [-1.64, 2.12, -2.04], [-1.58, 3.36, -2.59], [-0.24, 1.37, -1.85], [0.56, 1.64, -0.56], [0.87, 3.07, -0.16], [1.53, 3.08, 1.23], [0.50, 2.84, 2.36], [0.79, 1.57, 3.14], [0.31, 0.38, 2.46], [-1.00, 0.08, 2.64], [-1.35, -1.26, 2.04], [-1.78, 0.81, 3.19], [1.80, 0.75, -0.74], [1.29, -0.40, -1.63], [-0.20, -0.15, -1.79], [-0.83, -1.03, -2.84], [-0.48, -2.39, -2.58], [-1.56, -3.00, -1.81], [-1.55, -4.14, -1.92], [-3.46, 1.02, -2.51], [-2.94, 0.70, -0.84], [-3.70, 2.25, -1.30], [-1.70, 3.45, -3.55], [0.39, 1.67, -2.71], [-0.07, 1.23, 0.23], [1.49, 3.59, -0.90], [-0.08, 3.61, -0.09], [2.04, 4.03, 1.37], [2.27, 2.28, 1.29], [0.50, 3.68, 3.06], [-0.50, 2.75, 1.93], [0.34, 1.61, 4.13], [1.86, 1.44, 3.27], [-2.07, -1.75, 2.70], [-0.48, -1.90, 1.92], [-1.86, -1.11, 1.09], [2.24, 0.37, 0.17], [2.52, 1.29, -1.35], [1.70, -0.28, -2.55], [1.53, -1.34, -1.34], [-0.62, -0.46, -0.83], [-1.91, -0.91, -2.75], [-0.52, -0.81, -3.87], [2.19, 2.93, 5.44], [3.01, 3.96, 5.68], [3.87, 4.00, 6.77], [3.88, 2.93, 7.65], [3.03, 1.87, 7.41], [2.21, 1.91, 6.29], [2.98, 4.78, 4.98], [4.52, 4.86, 6.92], [4.54, 2.93, 8.51], [3.01, 1.01, 8.07], [1.54, 1.09, 6.07], [-4.19, -4.81, 1.57], [-3.43, -5.10, 0.52], [-2.59, -6.21, 0.45], [-2.54, -7.05, 1.55], [-3.32, -6.76, 2.66], [-4.13, -5.63, 2.62], [-3.51, -4.41, -0.32], [-2.00, -6.40, -0.43], [-1.90, -7.93, 1.55], [-3.32, -7.39, 3.54], [-4.76, -5.37, 3.46], [-0.82, 3.83, -5.45], [-0.89, 5.08, -5.89], [-0.03, 5.61, -6.84], [0.95, 4.79, -7.37], [1.04, 3.48, -6.93], [0.13, 3.05, -5.97], [-1.67, 5.70, -5.45], [-0.14, 6.63, -7.16], [1.64, 5.16, -8.12], [1.78, 2.80, -7.32], [0.17, 2.03, -5.60], [-6.55, -6.68, -4.16], [-6.09, -6.80, -2.92], [-4.92, -6.20, -2.48], [-4.19, -5.45, -3.38], [-4.66, -5.32, -4.68], [-5.84, -5.96, -5.02], [-6.69, -7.40, -2.24], [-4.59, -6.33, -1.46], [-3.27, -4.97, -3.08], [-4.12, -4.75, -5.42], [-6.24, -5.88, -6.02], [4.48, 1.10, 2.65], [4.94, 2.00, 3.53], [6.28, 2.32, 3.66], [7.21, 1.68, 2.86], [6.75, 0.75, 1.94], [5.39, 0.49, 1.88], [4.19, 2.48, 4.15], [6.59, 3.06, 4.39], [8.26, 1.91, 2.94], [7.43, 0.22, 1.29], [5.00, -0.24, 1.18]]}


(2)
{"formula": "C9H14BaNO5", "method": "the ωB97M-V functional and the def2-TZVPD basis", "energy_ha": -807.3967, "total_charge": 1, "spin_multiplicity": 1, "largest_force_ev_per_a": 2.01, "homo_lumo_gap_ev": 4.470, "homo_energy_ev": -10.6, "species": ["C", "C", "O", "C", "C", "O", "C", "O", "N", "C", "C", "C", "C", "O", "O", "H", "H", "H", "H", "H", "H", "H", "H", "H", "H", "H", "H", "H", "H", "Ba"], "xyz": [[2.95, -1.06, 0.23], [3.16, 0.24, 1.00], [1.90, 0.84, 0.78], [1.76, 1.56, -0.42], [0.30, 1.37, -0.91], [-0.58, 1.32, 0.20], [-1.80, 1.94, -0.07], [-1.85, 3.09, -0.36], [-2.82, 1.09, 0.09], [-2.82, -0.15, 0.38], [-2.80, -0.60, 1.80], [-2.95, -1.18, -0.69], [0.17, 0.01, -1.70], [0.53, -1.05, -1.05], [-0.28, 0.06, -2.86], [2.37, -0.79, -0.68], [3.92, -1.53, -0.02], [2.35, -1.74, 0.81], [4.02, 0.70, 0.52], [3.41, 0.15, 2.05], [2.37, 1.07, -1.19], [2.11, 2.59, -0.37], [0.07, 2.18, -1.58], [-1.87, -0.28, 2.26], [-2.95, -1.67, 1.90], [-3.62, -0.12, 2.32], [-2.39, -0.89, -1.57], [-2.69, -2.17, -0.33], [-4.00, -1.20, -0.97], [2.03, -3.75, 0.43]]}


(3)
{"formula": "CH2Cl2O2P", "method": "the ωB97M-V functional and the def2-TZVPD basis", "smiles": "O=[P@H]([O-])C(Cl)Cl", "energy_ha": -1451.5897, "total_charge": -1, "spin_multiplicity": 1, "largest_force_ev_per_a": 3.36, "homo_lumo_gap_ev": 8.658, "homo_energy_ev": -5.2, "relative_energy_kcal_mol": 50.4, "species": ["O", "P", "O", "C", "Cl", "Cl", "H", "H"], "xyz": [[-1.19, 1.30, 0.33], [-1.01, -0.01, -0.32], [-1.77, -1.11, 0.40], [0.75, -0.18, 0.17], [1.57, 1.47, -0.07], [2.03, -1.40, -0.08], [-0.58, 0.15, -1.70], [0.21, -0.22, 1.27]]}


(4)
{"formula": "C32H39N2O2S", "method": "the ωB97M-V functional and the def2-TZVPD basis", "energy_ha": -1900.6466, "total_charge": 1, "spin_multiplicity": 1, "largest_force_ev_per_a": 1.32, "homo_lumo_gap_ev": 5.775, "homo_energy_ev": -9.8, "relative_energy_kcal_mol": 0.0, "species": ["C", "O", "C", "C", "C", "C", "C", "C", "S", "C", "C", "O", "C", "C", "H", "H", "H", "H", "H", "H", "H", "H", "H", "H", "H", "H", "H", "H", "C", "C", "C", "N", "C", "C", "C", "C", "C", "C", "C", "C", "C", "N", "C", "C", "C", "C", "C", "C", "C", "C", "C", "H", "H", "H", "H", "H", "H", "H", "H", "H", "H", "H", "H", "H", "H", "H", "H", "H", "H", "H", "H", "H", "H", "H", "H", "H"], "xyz": [[5.16, -3.47, 2.65], [4.16, -3.78, 1.66], [2.84, -3.50, 1.90], [1.88, -4.23, 1.15], [0.56, -3.81, 1.15], [0.16, -2.68, 1.88], [-1.27, -2.21, 1.79], [-1.54, -0.87, 2.21], [-3.14, -0.42, 2.55], [-3.55, -1.28, 4.09], [-2.97, 1.30, 3.15], [-2.19, -2.95, 1.36], [1.09, -2.06, 2.71], [2.42, -2.45, 2.74], [6.04, -4.02, 2.30], [5.38, -2.39, 2.67], [4.86, -3.82, 3.65], [2.22, -5.07, 0.55], [-0.18, -4.37, 0.58], [-0.77, -0.10, 2.24], [-4.64, -1.19, 4.20], [-3.28, -2.33, 3.98], [-3.04, -0.82, 4.94], [-3.92, 1.80, 2.92], [-2.79, 1.30, 4.24], [-2.16, 1.79, 2.60], [0.75, -1.25, 3.36], [3.15, -1.91, 3.35], [5.24, -3.35, -2.23], [4.53, -3.94, -3.45], [3.03, -3.69, -3.24], [2.96, -2.65, -2.23], [1.81, -2.03, -1.86], [0.55, -2.56, -2.24], [-0.61, -2.01, -1.73], [-0.59, -0.80, -0.99], [-1.83, -0.21, -0.57], [-2.13, 1.16, -0.73], [-1.37, 1.98, -1.63], [-1.67, 3.31, -1.81], [-2.63, 3.93, -0.99], [-2.82, 5.28, -1.06], [-3.05, 6.10, 0.11], [-2.96, 7.55, -0.39], [-2.98, 7.48, -1.91], [-2.62, 6.03, -2.29], [-3.40, 3.15, -0.08], [-3.22, 1.78, -0.06], [0.68, -0.23, -0.68], [1.85, -0.86, -1.05], [4.23, -2.40, -1.57], [5.52, -4.13, -1.53], [6.14, -2.80, -2.50], [4.84, -3.41, -4.36], [4.75, -5.00, -3.60], [2.53, -3.38, -4.17], [2.54, -4.61, -2.89], [0.50, -3.44, -2.88], [-1.57, -2.47, -1.92], [-2.65, -0.89, -0.32], [-0.57, 1.52, -2.20], [-1.13, 3.90, -2.54], [-4.04, 5.88, 0.56], [-2.30, 5.89, 0.89], [-3.78, 8.14, 0.02], [-2.02, 7.98, -0.04], [-3.99, 7.69, -2.29], [-2.29, 8.19, -2.37], [-1.58, 5.97, -2.63], [-3.26, 5.66, -3.11], [-4.17, 3.63, 0.51], [-3.92, 1.15, 0.50], [0.71, 0.70, -0.11], [2.82, -0.45, -0.74], [4.16, -2.60, -0.49], [4.53, -1.35, -1.68]]}


(5)
{"formula": "C37H38BMnN8S", "method": "the ωB97M-V functional and the def2-TZVPD basis", "energy_ha": -3444.7042, "total_charge": 1, "spin_multiplicity": 2, "s2": 0.821, "largest_force_ev_per_a": 1.17, "homo_lumo_gap_ev": [7.570, 7.592], "homo_energy_ev": [-10.5, -10.5], "relative_energy_kcal_mol": 0.0, "species": ["Mn", "C", "C", "C", "C", "N", "N", "B", "N", "N", "C", "C", "C", "C", "C", "C", "C", "C", "C", "C", "N", "N", "C", "C", "C", "C", "C", "C", "C", "C", "C", "C", "C", "C", "C", "C", "C", "C", "H", "H", "H", "H", "H", "H", "H", "H", "H", "H", "H", "H", "H", "H", "H", "H", "H", "H", "H", "H", "H", "H", "H", "H", "H", "H", "H", "H", "C", "C", "C", "C", "N", "C", "S", "N", "C", "H", "H", "H", "H", "H", "H", "H", "H", "C", "H", "H"], "xyz": [[0.02, -0.27, -0.19], [-3.89, -1.20, 3.45], [-3.08, -1.40, 2.23], [-3.22, -2.40, 1.28], [-2.20, -2.20, 0.35], [-1.51, -1.10, 0.71], [-2.04, -0.63, 1.86], [-1.22, 0.38, 2.70], [-1.75, 1.89, 0.62], [-1.25, 1.44, -0.54], [-2.10, 1.82, -1.51], [-3.18, 2.49, -0.93], [-2.93, 2.50, 0.43], [-3.73, 3.04, 1.56], [-1.80, 1.65, -2.92], [-1.21, 0.48, -3.41], [-0.87, 0.37, -4.74], [-1.12, 1.42, -5.61], [-1.73, 2.57, -5.15], [-2.07, 2.68, -3.81], [0.15, -0.30, 2.86], [0.92, -0.54, 1.78], [2.07, -1.09, 2.21], [2.02, -1.19, 3.60], [0.79, -0.70, 3.97], [0.21, -0.61, 5.34], [3.19, -1.46, 1.36], [3.00, -2.12, 0.15], [4.08, -2.42, -0.66], [5.36, -2.09, -0.26], [5.57, -1.48, 0.96], [4.49, -1.16, 1.77], [-1.82, -3.06, -0.76], [-0.64, -2.84, -1.48], [-0.23, -3.71, -2.47], [-0.99, -4.85, -2.74], [-2.15, -5.09, -2.03], [-2.57, -4.20, -1.06], [-4.72, -1.91, 3.44], [-4.29, -0.19, 3.51], [-3.30, -1.37, 4.35], [-3.96, -3.18, 1.30], [-1.73, 0.57, 3.74], [-4.03, 2.90, -1.43], [-4.72, 3.32, 1.21], [-3.25, 3.92, 1.98], [-3.82, 2.30, 2.35], [-1.05, -0.36, -2.73], [-0.42, -0.54, -5.11], [-0.85, 1.34, -6.65], [-1.94, 3.39, -5.83], [-2.54, 3.59, -3.45], [2.77, -1.62, 4.24], [0.97, -0.90, 6.06], [-0.64, -1.28, 5.44], [-0.13, 0.40, 5.57], [2.00, -2.43, -0.13], [3.91, -2.92, -1.60], [6.21, -2.32, -0.90], [6.57, -1.26, 1.30], [4.65, -0.67, 2.72], [-0.01, -1.95, -1.27], [0.67, -3.52, -3.02], [-0.67, -5.53, -3.52], [-2.73, -5.97, -2.24], [-3.48, -4.39, -0.52], [6.25, 2.47, -1.49], [4.84, 2.56, -1.95], [4.33, 3.51, -2.80], [2.95, 3.46, -3.12], [2.17, 2.52, -2.64], [2.67, 1.57, -1.87], [1.81, 0.20, -1.45], [3.99, 1.61, -1.49], [2.32, 4.45, -4.04], [6.81, 3.37, -1.74], [6.73, 1.62, -1.97], [6.28, 2.31, -0.42], [4.96, 4.28, -3.22], [4.33, 0.87, -0.88], [2.80, 5.42, -3.97], [1.26, 4.52, -3.82], [2.42, 4.08, -5.06], [-0.98, 1.78, 1.83], [0.07, 1.85, 1.53], [-1.20, 2.66, 2.44]]}


(6)
{"formula": "F2HOPS", "method": "the ωB97M-V functional and the def2-TZVPD basis", "energy_ha": -1015.1032, "spin_multiplicity": 1, "largest_force_ev_per_a": 5.22, "homo_lumo_gap_ev": 8.490, "homo_energy_ev": -10.8, "relative_energy_kcal_mol": 89.1, "species": ["O", "F", "F", "P", "S", "H"], "xyz": [[-0.21, 0.72, 0.19], [-2.55, -1.25, 1.38], [-1.94, -1.39, -0.93], [-2.36, -0.21, 0.15], [-3.79, 1.03, -0.29], [0.25, 0.70, 1.00]]}